[1]
The following is a quantum chemistry calculation of a 11-piece molecular cluster, CH23O11 overall at a distorted geometry, from the OMol25 dataset.

Geometry as XYZ:
```
35
Properties=species:S:1:pos:R:3:mulliken_charge:R:1
O -0.2743 0.6767 -3.0999 -0.6720
O 1.3821 0.6315 3.1115 -0.6467
O -2.5748 2.1422 -1.6655 -0.6735
O -0.7154 0.5129 -0.2735 -0.4722
O -2.6184 -1.6050 -1.9557 -0.6403
O -1.1986 1.8631 2.1805 -0.8005
O 3.0925 0.4315 -1.2090 -0.8173
O -0.7549 -4.4772 0.8902 -0.6633
O -2.6963 -0.4280 1.9521 -0.7603
O 3.5564 -0.2136 1.3755 -0.7205
O 1.0541 2.2063 -1.0957 -0.7733
C 0.0983 -0.6034 0.0148 0.0783
H 0.2431 -0.6928 1.0972 0.1673
H 1.3075 -0.2999 3.3369 0.3162
H -2.2079 1.4992 -1.0421 0.3618
H -2.0038 2.0836 -2.4339 0.3304
H -2.3381 -1.9664 -2.7991 0.2852
H 1.0469 -0.4625 -0.5112 -0.2691
H 0.3003 2.2564 -1.6904 0.4116
H -0.3655 -1.5703 -0.2199 -0.1067
H 0.7568 1.6166 -0.3906 0.3888
H 3.4461 0.0059 0.4371 0.4782
H -2.0762 -0.4693 1.2187 0.2613
H 2.4212 1.1377 -1.2047 0.4533
H -0.4073 1.9286 2.7176 0.2939
H 0.6218 0.3387 -3.1546 0.3205
H 2.6788 -0.0610 1.7300 0.3773
H -1.0619 -3.6355 0.5416 0.3675
H -0.4852 0.6597 -2.1511 0.1462
H -0.9115 1.3323 1.4186 0.3254
H -2.5680 0.4565 2.3161 0.4006
H 2.7252 -0.2380 -1.7898 0.2789
H 0.0816 -4.6313 0.4461 0.3091
H 2.2491 0.8908 3.4364 0.2835
H -1.8035 -1.3158 -1.5341 0.3803
```

Values from the calculation:
HOMO-LUMO gap: 8.54 eV
LUMO: 2.72 eV
E_HOMO: -5.82 eV
charge: -1
energy above the lowest of the compared OMol25 structures with the same formula, charge and spin: 16.8 kcal/mol



[2]
The following is a quantum chemistry calculation of a 2-piece molecular cluster, C9H18BN2O2S overall at a distorted geometry, from the OMol25 dataset.

Geometry as XYZ:
```
33
Properties=species:S:1:pos:R:3:mulliken_charge:R:1
S 0.3352 -2.5921 -0.2970 -0.1991
O -3.3020 -1.7874 0.7228 -0.4919
O -3.9518 0.7150 0.1773 -0.6489
N 2.7434 0.5550 0.0007 -0.0817
N -1.3606 -0.6077 0.4060 -0.5501
C 0.4738 0.1011 -0.9812 -0.8345
C 4.2252 0.7817 -0.0226 -0.9833
C -1.3952 -2.9894 0.0699 -0.4690
C 0.9576 -0.4710 1.4723 -0.9626
C -4.5086 3.1770 -0.8455 -0.6457
C 0.0696 -0.7685 0.1521 0.7463
C 1.9496 0.1020 -1.1687 -0.7661
C -2.0588 -1.6613 0.4552 0.4359
C 2.4389 -0.5259 1.1343 -0.7210
B -4.0738 1.8043 -0.2819 0.3851
H 2.7905 -1.5072 0.7744 0.4303
H 0.8167 -1.2586 2.2461 0.3374
H -1.6597 -3.4944 -0.9024 0.3328
H -3.8260 3.6216 -1.5653 0.2852
H 4.3062 1.4191 -0.9163 0.3847
H 2.4481 1.4512 0.3738 0.3668
H -3.9853 -1.1279 0.9361 0.4523
H 2.4022 0.7399 -1.9069 0.4584
H 4.4879 1.2169 0.8395 0.4520
H -5.4535 3.0082 -1.2899 0.2792
H 2.3365 -0.8089 -1.4065 0.6159
H -0.0243 1.0322 -0.6994 0.3341
H 4.9322 -0.0578 -0.3094 0.3241
H -1.3777 -3.7512 0.7883 0.3851
H 0.0320 -0.2270 -1.9165 0.2465
H 0.7707 0.4480 1.9188 0.3757
H -4.6272 3.7108 0.1044 0.2555
H 3.0881 -0.2478 1.9377 0.4703
```

Values from the calculation:
HOMO-LUMO gap: 8.90 eV
LUMO: -2.68 eV
E_HOMO: -11.58 eV
charge: +1
energy above the lowest of the compared OMol25 structures with the same formula, charge and spin: 6.0 kcal/mol



[3]
The following is a quantum chemistry calculation of a 2-piece molecular cluster, C10H16 overall at a distorted geometry, from the OMol25 dataset.

Geometry as XYZ:
```
26
Properties=species:S:1:pos:R:3:mulliken_charge:R:1
C -0.0966 -1.3663 1.7838 -0.5158
C -3.7879 -0.2681 -0.1516 -1.2094
C 3.2872 -0.1400 -0.7566 -0.7650
C -1.2613 0.2894 0.3394 0.3639
C -0.1908 1.1754 0.4896 -0.3163
C -1.1831 -1.0405 0.8633 -0.6582
C 2.6734 0.0298 -2.1112 -0.8688
C 0.8549 -0.3696 2.1216 -0.6224
C -2.5946 0.7041 -0.4899 -0.4201
C 0.7892 0.8432 1.4381 -0.4766
H -3.6616 -1.2053 0.1934 0.4481
H -2.1602 0.5187 -1.5162 0.3003
H -4.5374 -0.1547 -0.9482 0.2814
H -4.2318 0.1304 0.7871 0.2982
H 1.4398 1.6421 1.5805 0.4868
H -0.0747 -2.3460 2.2258 0.3899
H 2.8230 -0.9411 -0.2889 0.2552
H 1.8710 -0.5140 2.4347 0.3583
H 1.9778 0.8340 -1.9783 0.2084
H 2.2155 -0.8027 -2.7235 0.2872
H -0.1051 2.2145 0.0273 0.3045
H 3.0218 0.6136 -0.0379 0.1697
H 3.3877 0.3196 -2.8540 0.3277
H -2.9108 1.6345 -0.0798 0.3764
H 4.3485 -0.1364 -0.8214 0.3966
H -1.8941 -1.6646 0.4728 0.6000
```

Values from the calculation:
HOMO-LUMO gap: 9.88 eV
LUMO: 0.99 eV
E_HOMO: -8.89 eV
charge: 0
energy above the lowest of the compared OMol25 structures with the same formula, charge and spin: 63.1 kcal/mol



[4]
The following is a quantum chemistry calculation of a 2-piece molecular cluster, C5H11NO overall at a distorted geometry, from the OMol25 dataset.

Geometry as XYZ:
```
18
Properties=species:S:1:pos:R:3:mulliken_charge:R:1
O -2.3984 -0.5010 2.5124 -0.6338
N 0.7318 0.9153 0.7313 -0.2623
C 1.6877 -1.2220 0.3294 -0.9266
C 1.3081 2.0427 0.6790 -0.3333
C -1.0955 -0.2327 -1.3828 -1.0561
C 0.4221 -0.1477 -1.4958 -0.5504
C 1.1016 -0.1250 -0.1610 0.5228
H 0.7658 -1.0510 -2.0031 0.3035
H 0.7674 2.9293 0.9927 0.2631
H 1.5441 -2.1898 -0.1333 0.2599
H -3.3329 -0.2620 2.4691 0.3128
H -1.4543 0.5203 -0.6818 0.3376
H -1.4876 -1.1776 -0.9840 0.2453
H 2.2213 -1.2164 1.2661 0.3039
H 2.4071 2.0577 0.6507 0.2651
H -1.6398 -0.2102 -2.3305 0.3529
H -2.2584 -0.8545 1.6222 0.3135
H 0.7096 0.7247 -2.0806 0.2820
```

Values from the calculation:
HOMO-LUMO gap: 9.40 eV
LUMO: 0.80 eV
E_HOMO: -8.60 eV
charge: 0
energy above the lowest of the compared OMol25 structures with the same formula, charge and spin: 70.7 kcal/mol



[5]
The following is a quantum chemistry calculation of a 7-piece molecular cluster, C25H53N2O8S overall at a distorted geometry, from the OMol25 dataset.

Geometry as XYZ:
```
89
Properties=species:S:1:pos:R:3:mulliken_charge:R:1
S -7.7222 -0.1675 -0.3252 0.7325
O 1.2217 4.0487 5.0857 -0.3704
O -8.4450 0.3628 -1.5016 -0.6868
O -6.0887 2.4740 3.4359 -0.3324
O 6.5329 -2.8368 -6.0816 -0.3207
O 0.0605 1.0036 0.6275 -0.3889
O -1.9262 -2.6817 -0.0770 -0.3296
O 2.4780 -2.2867 -3.3519 -0.4099
O -7.4503 -1.6154 -0.2602 -0.6370
N -4.0966 -0.1563 -0.0078 -0.3781
N -5.0330 0.4485 0.9060 -0.4011
C -5.2952 3.2421 4.3231 -0.2886
C 0.7761 1.5865 1.7067 -0.5288
C 2.2280 -1.0278 -5.3294 -0.6613
C 7.7053 -2.2906 -6.6822 -0.4907
C -0.7380 -2.1362 -0.6675 -0.0135
C 3.3079 5.1175 5.3061 -0.5439
C -1.5102 2.0942 2.0122 -0.5770
C -1.3162 1.4377 0.6555 0.0776
C 1.5397 4.0701 6.4733 -0.4239
C -6.9364 1.5881 4.1545 -0.3649
C -0.7397 -4.4739 -1.0340 -0.6105
C -5.9275 3.0721 5.7024 -0.5509
C -6.4599 1.6407 5.6041 -0.5806
C 1.5065 -1.5420 -4.0890 -0.3339
C 3.6372 -2.5120 -4.1502 -0.3620
C 3.0493 4.2742 6.5547 -0.5563
C 6.5356 -4.2585 -6.1988 -0.3463
C -0.1223 2.6739 2.2886 -0.1513
C -6.0234 1.0412 0.2976 -0.8408
C 2.3322 4.4954 4.3129 -0.3765
C -1.8849 -4.0999 -0.0987 -0.5327
C 3.2459 -2.1409 -5.5752 -0.3862
C 0.2250 -3.3089 -0.8130 -0.1848
C 7.6363 -4.5954 -7.1980 -0.5644
C 8.6372 -3.4702 -6.9355 -0.5443
H -0.3094 -5.4496 -0.8054 0.3790
H 2.7406 -0.0893 -5.1079 0.2910
H 4.4615 -1.8839 -3.7962 0.2063
H 9.2275 -3.6884 -6.0435 0.2656
H 2.7629 -2.9878 -6.0694 0.2437
H 4.1076 -1.8409 -6.1680 0.2563
H 9.3205 -3.2920 -7.7650 0.3272
H 3.5674 3.3163 6.4771 0.2659
H -1.0871 -4.4859 -2.0700 0.2596
H -4.2655 2.8640 4.3204 0.1154
H 8.1236 -1.5434 -6.0064 0.2863
H 0.9891 0.8209 2.4650 0.2720
H -8.6603 0.0158 0.6967 -0.0004
H 1.0035 4.8927 6.9597 0.2564
H -2.3057 2.8377 1.9956 0.3173
H -5.9116 1.4236 -0.7373 0.4411
H 1.2051 3.1319 6.9186 0.2740
H 7.4373 -1.7945 -7.6217 0.2716
H 3.0479 6.1613 5.4938 0.2663
H -4.3954 0.0064 -0.9730 0.1923
H -0.3810 -1.3307 -0.0252 -0.0266
H 0.9398 -3.1669 -1.6221 0.0444
H 3.9345 -3.5570 -4.0410 0.2631
H 8.0493 -5.5914 -7.0434 0.3394
H 5.5430 -4.5788 -6.5192 0.2441
H 0.0809 2.8696 3.3404 0.1742
H 0.6729 -2.1992 -4.3604 0.2335
H 4.3394 5.0773 4.9577 0.3316
H 2.7840 3.6413 3.7966 0.2263
H -6.8542 0.6000 3.6999 0.2541
H 0.0096 3.6073 1.7328 0.1816
H 1.1209 -0.7500 -3.4461 0.2704
H -6.6087 1.7231 0.9170 0.4140
H 7.2562 -4.5348 -8.2196 0.2724
H -5.2113 3.2147 6.5121 0.3315
H 0.7855 -3.4611 0.1130 0.2661
H 3.3571 4.7576 7.4814 0.3379
H -5.6452 0.9300 5.7565 0.2762
H 1.9726 5.1967 3.5590 0.2863
H 1.7320 1.9640 1.3305 0.3059
H -4.1402 -1.1646 0.1116 0.1426
H -7.9765 1.9263 4.0720 0.2708
H -1.7744 1.3409 2.7574 0.1767
H -1.4700 2.1592 -0.1561 0.1725
H -5.2792 4.2761 3.9721 0.2546
H 1.5510 -0.8598 -6.1663 0.3586
H 6.7423 -4.7050 -5.2202 0.2650
H -1.7025 -4.4835 0.9134 0.2714
H -2.8560 -4.4704 -0.4330 0.2995
H -1.9847 0.5962 0.4865 0.0392
H -0.9839 -1.7066 -1.6461 0.1820
H -7.2534 1.4149 6.3165 0.3546
H -6.7492 3.7790 5.8388 0.2580
```

Values from the calculation:
HOMO-LUMO gap: 4.48 eV
LUMO: 1.92 eV
E_HOMO: -2.56 eV
charge: -1



[6]
The following is a quantum chemistry calculation of C23H24N4O2S in the gas phase, from the OMol25 dataset.

Geometry as XYZ:
```
54
Properties=species:S:1:pos:R:3:mulliken_charge:R:1
S 3.8909 4.4963 3.7871 -0.0582
O -1.4439 1.3824 0.8582 -0.6730
O 1.9349 -2.1946 -0.7374 -0.6984
N 0.0529 -1.0026 -1.1719 0.2103
N -3.9635 -0.4878 -0.5917 0.2616
N -2.6073 -0.6005 -2.3250 -0.4635
N -1.5341 -0.8582 1.0747 -0.0246
C 3.0747 3.4002 2.6692 0.9682
C -3.7210 0.7936 -0.9932 -0.1549
C 1.1136 -4.2408 -2.4442 -0.4598
C -0.0810 -4.8701 -4.4207 -0.3556
C 1.7319 3.4849 2.3302 -0.3515
C -4.7080 -0.9013 0.5662 -0.7004
C -3.8325 -1.6580 1.5722 -0.6368
C 0.2411 0.0286 -0.2252 0.3053
C 0.8115 -5.1827 -3.4082 -0.5891
C -0.6619 -3.6134 -4.4634 -0.7798
C -0.9709 0.2904 0.6111 0.7216
C -2.6112 -0.8566 2.0365 -0.7687
C 1.1784 2.5790 1.4452 -0.8884
C 1.9474 1.5653 0.8751 0.1610
C -0.3665 -2.6666 -3.4978 -0.1462
C 1.4548 0.5858 -0.0755 -0.7250
C 2.5937 5.6652 4.2852 -0.8750
C 0.9244 -2.0269 -1.3953 0.3288
C 0.5217 -2.9790 -2.4719 0.4437
C 3.3075 1.5090 1.2089 -0.7111
C 3.8606 2.3999 2.0982 -0.9613
C -2.8840 0.7064 -2.0654 -0.8722
C -3.2738 -1.2874 -1.4319 -0.2513
H -4.4484 -1.8945 2.4408 0.4210
H 4.9066 2.3412 2.3595 0.3523
H -1.3505 -3.3645 -5.2574 0.4125
H -0.8185 -0.9769 -1.6982 0.0045
H -5.5405 -1.5439 0.2559 0.3031
H -5.1187 -0.0049 1.0369 0.3538
H -4.1360 1.6400 -0.4884 0.4269
H -2.8775 0.1916 2.1973 0.3308
H 1.1013 4.2563 2.7427 0.3415
H -0.8312 -1.6947 -3.5625 0.4475
H 2.2291 0.1825 -0.7168 0.4617
H 2.2230 6.2003 3.4158 0.2870
H -0.3186 -5.6023 -5.1786 0.3886
H 3.0726 6.3591 4.9692 0.3690
H 1.2736 -6.1584 -3.3737 0.3938
H 3.9254 0.7370 0.7743 0.3781
H 0.1372 2.6716 1.1856 0.5524
H 1.7931 5.1376 4.7954 0.2831
H -3.2748 -2.3579 -1.3714 0.4144
H -2.4576 1.4887 -2.6589 0.4465
H -2.2502 -1.2747 2.9833 0.3740
H 1.8143 -4.4594 -1.6520 0.4329
H -1.0518 -1.7289 0.9113 0.2403
H -3.4956 -2.5997 1.1339 0.3284
```

Values from the calculation:
HOMO-LUMO gap: 8.07 eV
LUMO: 0.56 eV
E_HOMO: -7.51 eV
charge: 0
energy above the lowest of the compared OMol25 structures with the same formula, charge and spin: 0.0 kcal/mol



[7]
The following is a quantum chemistry calculation of C25H31MnN6O2S as an isolated structure, from the OMol25 dataset.

Geometry as XYZ:
```
66
Properties=species:S:1:pos:R:3:mulliken_charge:R:1
Mn 0.5016 0.4378 0.4349 0.6237
S -0.8347 3.3405 1.2145 0.2709
O -0.1737 4.3978 0.4752 -0.4678
O -1.1674 -0.7573 -0.1981 0.2817
N -0.4765 1.9361 0.9098 -0.1496
N 0.7012 0.8324 -1.7254 0.7600
N -2.5584 -0.0978 -1.8816 0.0821
N 0.0923 -0.6233 2.2635 0.6505
N 1.7588 -1.2278 0.3157 0.5903
N 2.4152 1.3629 0.7260 0.5288
C 3.4071 0.4877 0.9504 0.5296
C -3.8069 1.0898 -0.1228 -0.1368
C 0.8749 -0.1385 -2.6353 0.9740
C -4.1214 -1.4752 0.2965 -0.3564
C 2.9545 -0.9271 1.1596 -0.9905
C 0.4803 2.0866 -2.1528 -0.4797
C 4.7289 0.8762 1.0346 -1.0645
C -2.9354 1.2431 -1.3761 -0.2770
C -3.0726 -2.1090 -0.6606 -1.0073
C 0.8117 0.1263 -3.9943 -0.9938
C -0.5048 -2.2849 4.3804 -0.4865
C -4.7435 -0.1363 -0.1447 -1.0457
C 0.4051 2.4204 -3.4890 -1.0468
C -0.5004 -0.1351 3.3569 -0.3899
C 0.5665 1.4170 -4.4301 -0.5552
C 2.7142 2.6617 0.5833 -0.0057
C 0.3919 -1.9295 2.2035 0.7802
C 2.2418 -1.5598 -1.0556 -0.9337
C -0.8161 -0.9359 4.4384 -0.8717
C 1.0350 -2.3740 0.9190 -1.4688
C 1.1762 -1.5285 -2.1413 -1.2241
C 4.0126 3.1279 0.6661 -1.0647
C 0.1143 -2.7915 3.2455 -0.9080
C 5.0360 2.2222 0.8940 -0.3558
C -2.1437 -0.9762 -0.9353 -0.4490
H -5.5639 0.0613 0.5460 0.4185
H -3.3134 -0.4849 -2.4339 0.5172
H -3.4777 1.7300 -2.1848 0.5894
H -4.9172 -2.2069 0.4327 0.4809
H 4.2091 4.1835 0.5494 0.4925
H -3.1635 1.0247 0.7600 -0.0788
H 3.7481 -1.6435 0.9316 0.5031
H 0.3791 -3.8373 3.1737 0.5318
H 1.5430 -2.1214 -2.9788 0.6485
H 2.6818 -1.0596 2.2089 0.4879
H -2.0411 1.8265 -1.1781 -0.4164
H -5.2153 -0.2411 -1.1273 0.3027
H -3.6478 -1.3353 1.2717 0.1899
H -2.5704 -2.9459 -0.1788 0.2873
H 0.9622 -0.6768 -4.7019 0.5207
H 0.2622 -2.6982 0.2215 0.4770
H 2.7034 -2.5510 -1.0061 0.4210
H 6.0620 2.5565 0.9572 0.4612
H 0.2271 3.4454 -3.7775 0.5271
H 5.5021 0.1411 1.2102 0.5161
H -0.7258 0.9218 3.3437 0.3963
H -1.2918 -0.5049 5.3064 0.4991
H 0.5144 1.6369 -5.4872 0.4530
H 0.3565 2.8431 -1.3912 0.3541
H 3.0275 -0.8417 -1.2987 0.4987
H 1.8910 3.3366 0.3970 0.3338
H -4.4004 1.9971 -0.0056 0.5177
H 1.7249 -3.2071 1.0822 0.6857
H 0.2594 -2.0175 -1.8042 0.1352
H -3.5568 -2.4534 -1.5753 0.4273
H -0.7327 -2.9367 5.2122 0.4783
```

Values from the calculation:
HOMO-LUMO gap (spin up / spin down): 7.92 / 8.77 eV
LUMO (spin up / spin down): -7.19 / -6.47 eV
E_HOMO (spin up / spin down): -15.11 / -15.24 eV
charge: +2
2S+1: 5
energy above the lowest of the compared OMol25 structures with the same formula, charge and spin: 1.4 kcal/mol



[8]
The following is a quantum chemistry calculation of C16H24MnN7O4S as an isolated structure, from the OMol25 dataset.

Geometry as XYZ:
```
53
Properties=species:S:1:pos:R:3:mulliken_charge:R:1
Mn -0.0637 -0.0830 -0.0200 0.0798
S -2.3671 -0.1254 -0.1291 -0.4740
O 0.8962 -0.2719 -2.1646 -0.5691
O 2.8670 -0.8129 -3.0934 -0.4155
O 1.5563 1.0529 3.4966 -0.5913
O 0.1097 0.7314 1.7944 -0.5746
N -0.3285 2.1297 -0.5669 -0.7253
N -3.6477 2.2671 0.3466 0.2514
N -0.0591 -2.0481 0.1864 0.1836
N -3.4239 3.6138 0.3359 -0.6811
N 1.9575 0.0257 0.1901 0.5985
N -0.5686 -4.3025 0.0682 0.1404
N -1.6290 2.4957 -0.2048 0.4313
C -0.0044 -4.5545 1.4055 -1.2207
C 3.7460 0.2582 1.7166 -0.7966
C 2.3915 0.3121 1.4099 0.5115
C -2.5776 1.5644 0.0219 0.3778
C 1.2845 0.7361 2.3734 0.2716
C -0.5531 -3.0944 -0.4668 1.5380
C 1.5193 -4.5542 1.4409 -0.6970
C -1.4416 5.0275 -0.1320 -1.2581
C -2.1833 3.7545 0.0017 0.9412
C -0.0841 -6.4425 -1.1152 -1.0445
C 2.1013 -0.4706 -2.0902 0.3368
C 4.6345 -0.0962 0.7166 -0.4106
C -1.1020 -2.8810 -1.8450 -1.8996
C -1.1451 -5.4772 -0.6154 -0.7780
C 4.1658 -0.3680 -0.5733 -0.6973
C 2.8094 -0.2922 -0.7929 0.4788
H -1.8019 -5.9649 0.1056 0.3911
H 1.9461 -3.6015 1.1230 0.1384
H -2.1833 -3.0241 -1.8518 0.4431
H -4.5587 1.9135 0.6022 0.1932
H -0.1411 2.4342 -1.5205 0.3133
H -0.6677 -3.5891 -2.5496 0.4605
H -0.5640 -7.2765 -1.6253 0.4105
H 4.0620 0.5011 2.7223 0.5970
H 0.2424 -2.2733 1.1288 -0.0887
H 0.5936 -5.9573 -1.8192 0.2799
H -0.3799 -5.5261 1.7187 0.4387
H 2.3523 -0.8781 -3.9160 0.4186
H 0.3222 2.5757 0.0776 0.3810
H 1.8576 -4.7505 2.4575 0.3928
H -1.0486 5.1525 -1.1419 0.3320
H -0.4264 -3.8317 2.1099 0.6008
H -0.6156 5.0735 0.5797 0.3381
H 5.6951 -0.1482 0.9230 0.4916
H 0.5043 -6.8550 -0.2960 0.3132
H -1.7762 -5.1405 -1.4310 0.4264
H -2.1244 5.8462 0.0792 0.3509
H -0.8829 -1.8742 -2.1854 0.1693
H 4.8396 -0.6195 -1.3799 0.5956
H 1.9234 -5.3307 0.7938 0.3050
```

Values from the calculation:
HOMO-LUMO gap (spin up / spin down): 7.30 / 8.28 eV
LUMO (spin up / spin down): -7.95 / -7.04 eV
E_HOMO (spin up / spin down): -15.25 / -15.32 eV
charge: +2
2S+1: 5
energy above the lowest of the compared OMol25 structures with the same formula, charge and spin: 0.0 kcal/mol